Computed, not measured: a structure of composition C18H62BaF3O16 in a non-equilibrium geometry, with ωB97M-V with the def2-TZVPD basis set.

Output
- Net charge: +1
- Largest force on an atom: 18.96 eV/A
- HOMO-LUMO gap: 0.288 Eh
- Energy relative to the best compared isomer or geometry (same formula, charge and spin): 33.282 eV
- Multiplicity: 1

Structure (XYZ):
```
100
C18H62BaF3O16 (ωB97M-V with the def2-TZVPD basis set)
Ba 13.32 -8.68 28.11
C 15.25 -7.09 29.44
O 15.46 -8.28 28.61
O 13.84 -6.92 29.43
C 16.15 -7.23 30.71
F 17.43 -6.93 30.44
F 15.74 -6.42 31.66
F 16.06 -8.46 31.24
C 16.68 -8.40 27.88
C 16.78 -9.91 27.60
H 16.68 -10.41 28.56
H 15.97 -10.36 27.04
H 17.75 -10.14 27.16
H 17.62 -8.07 28.32
H 16.63 -7.88 26.92
H 15.74 -6.30 28.87
C 15.53 -4.51 32.01
O 14.25 -4.05 31.73
H 16.05 -4.99 31.18
H 16.13 -3.70 32.44
H 15.45 -5.25 32.81
H 13.80 -4.57 31.06
C 12.53 -5.22 30.40
O 13.88 -5.15 30.16
H 12.03 -5.80 29.63
H 12.16 -5.57 31.37
H 12.17 -4.20 30.33
H 14.21 -6.03 29.93
C 19.76 -8.21 27.37
O 19.64 -7.85 26.03
H 19.45 -7.38 28.02
H 19.13 -9.08 27.56
H 20.80 -8.41 27.63
H 19.83 -6.90 25.97
C 15.18 -9.58 33.19
O 15.83 -9.67 34.39
H 15.47 -8.64 32.71
H 15.44 -10.44 32.58
H 14.11 -9.70 33.35
H 16.74 -9.83 34.13
C 16.64 -11.10 30.59
O 15.30 -11.59 30.56
H 16.92 -10.82 31.61
H 17.38 -11.86 30.36
H 16.83 -10.24 29.96
H 15.33 -12.42 31.04
C 18.80 -10.45 29.42
O 19.58 -11.29 30.22
H 19.31 -10.04 28.55
H 18.03 -11.05 28.94
H 18.39 -9.62 30.00
H 19.98 -11.92 29.61
C 18.25 -5.41 28.38
O 17.88 -5.45 27.03
H 19.08 -4.69 28.42
H 17.47 -5.12 29.08
H 18.56 -6.41 28.69
H 17.57 -4.58 26.77
C 14.48 -8.38 25.56
O 14.57 -7.88 26.86
H 15.11 -7.74 24.93
H 14.90 -9.39 25.57
H 13.45 -8.37 25.20
H 15.15 -7.12 26.88
C 17.43 -8.07 24.81
O 17.05 -8.32 23.45
H 17.46 -6.98 24.92
H 16.85 -8.58 25.58
H 18.45 -8.43 24.94
H 17.77 -8.05 22.88
C 13.23 -11.25 26.83
O 14.20 -10.39 27.50
H 13.74 -12.10 26.36
H 12.48 -11.62 27.52
H 12.65 -10.64 26.14
H 14.85 -10.93 27.96
C 15.77 -5.64 25.61
O 16.11 -6.39 26.78
H 15.65 -4.57 25.78
H 16.52 -5.78 24.84
H 14.84 -6.04 25.20
H 16.97 -6.07 27.07
C 13.15 -5.91 27.32
O 12.54 -7.15 27.02
H 13.41 -5.34 26.43
H 12.50 -5.42 28.04
H 14.10 -6.07 27.82
H 11.91 -7.01 26.32
C 15.43 -3.94 28.55
O 14.07 -4.01 28.61
H 15.68 -3.29 27.72
H 15.76 -3.40 29.44
H 15.90 -4.92 28.54
H 13.85 -4.65 29.29
C 13.56 -7.28 32.11
O 12.72 -7.81 33.09
H 13.93 -6.29 32.35
H 14.42 -7.91 31.83
H 13.01 -7.21 31.17
H 13.18 -7.61 33.90
```

***

Computed, not measured: a cluster of 13 separate species, C18H63N24O14P in total in a non-equilibrium geometry, with ωB97M-V with the def2-TZVPD basis set.

Output
- Net charge: 0
- Largest force on an atom: 2.37 eV/A
- HOMO-LUMO gap: 0.313 Eh
- Multiplicity: 1

Structure (XYZ):
```
120
C18H63N24O14P (ωB97M-V with the def2-TZVPD basis set)
C -0.65 -2.57 -0.50
C -1.16 -2.47 -2.00
C -0.04 -2.74 -3.08
C -1.96 -1.12 -2.30
P -3.77 -1.44 -1.78
C -5.60 -1.95 -1.30
C -6.03 -3.02 -2.38
O -6.80 -2.67 -3.27
O -5.54 -4.32 -2.38
H -1.04 -1.70 0.11
H 0.46 -2.69 -0.38
H -1.13 -3.50 -0.02
H -1.93 -3.30 -2.14
H 0.86 -2.08 -2.95
H 0.22 -3.84 -3.09
H -0.46 -2.51 -4.10
H -1.51 -0.22 -1.80
H -1.96 -0.95 -3.42
H -3.34 -1.88 -0.48
H -4.13 -0.06 -1.90
H -3.86 -2.31 -2.94
H -5.52 -2.50 -0.32
H -6.30 -1.07 -1.28
H -4.87 -4.45 -1.68
C -1.16 -5.92 1.93
O -0.49 -5.09 1.34
N -0.90 -7.25 1.85
N -2.22 -5.59 2.70
H -1.43 -7.96 2.33
H -0.12 -7.54 1.29
H -2.45 -4.61 2.78
H -2.79 -6.26 3.19
C 2.93 -1.47 1.84
O 3.31 -0.31 1.75
N 1.75 -1.82 2.41
N 3.67 -2.51 1.37
H 1.43 -2.77 2.49
H 1.18 -1.07 2.77
H 4.55 -2.30 0.94
H 3.38 -3.47 1.43
C -7.72 1.73 -1.92
O -7.31 1.39 -0.82
N -8.34 0.86 -2.76
N -7.59 2.99 -2.39
H -8.69 1.12 -3.67
H -8.46 -0.09 -2.45
H -7.14 3.66 -1.79
H -7.93 3.29 -3.29
C -5.01 0.58 -5.62
O -4.34 1.44 -6.19
N -4.76 -0.74 -5.73
N -6.07 0.89 -4.83
H -5.31 -1.45 -5.26
H -3.99 -1.03 -6.30
H -6.30 1.86 -4.71
H -6.62 0.19 -4.36
C -5.75 4.13 -8.95
O -6.81 4.31 -8.37
N -5.37 4.86 -10.04
N -4.85 3.18 -8.56
H -4.51 4.72 -10.53
H -6.01 5.57 -10.36
H -5.09 2.62 -7.75
H -3.97 3.02 -9.02
C 6.75 0.74 3.34
O 6.99 -0.42 3.62
N 5.55 1.13 2.83
N 7.65 1.74 3.51
H 5.33 2.08 2.59
H 4.85 0.41 2.69
H 8.55 1.49 3.89
H 7.46 2.70 3.29
C 10.83 1.34 5.99
O 10.16 1.54 4.98
N 10.28 1.21 7.22
N 12.19 1.23 5.95
H 10.81 1.05 8.05
H 9.28 1.28 7.28
H 12.63 1.33 5.05
H 12.76 1.07 6.76
C 3.18 -0.16 6.31
O 2.93 -0.50 7.46
N 4.44 0.01 5.85
N 2.20 0.07 5.39
H 4.66 0.30 4.91
H 5.20 -0.15 6.50
H 1.25 -0.04 5.69
H 2.39 0.36 4.44
C 7.98 -2.30 6.85
O 7.91 -1.09 7.04
N 7.92 -2.85 5.61
N 8.13 -3.19 7.87
H 7.98 -3.83 5.43
H 7.81 -2.22 4.83
H 8.18 -2.82 8.80
H 8.19 -4.19 7.73
C -6.82 8.39 -9.39
O -6.97 7.30 -9.91
N -7.69 9.42 -9.60
N -5.79 8.67 -8.55
H -7.59 10.33 -9.19
H -8.46 9.25 -10.22
H -5.13 7.93 -8.37
H -5.65 9.57 -8.12
C -10.64 3.37 0.67
O -9.98 4.24 0.11
N -10.37 2.05 0.53
N -11.69 3.66 1.48
H -10.90 1.32 0.98
H -9.60 1.79 -0.07
H -11.92 4.63 1.60
H -12.24 2.97 1.95
C 14.34 -2.15 4.38
O 15.02 -1.31 3.80
N 14.59 -3.48 4.29
N 13.27 -1.81 5.15
H 14.04 -4.18 4.75
H 15.37 -3.77 3.73
H 13.06 -0.83 5.23
H 12.69 -2.48 5.63
```

***

| no. | highest occupied orbital energy (eV) |
| --- | --- |
| 1 | -10.45 |
| 2 | -8.54 |